# 1
13
Properties=species:S:1:pos:R:3:forces:R:3:nbo_charge:R:1 method="wB97M-V/def2-TZVPD" homo_energy_ha=-0.4042 smiles=CC(C)(O)C#N gap_ev=11.08 de_lowest_kj_mol=274.8
C 1.222587 -0.201267 0.373168 -0.07 0.04 -0.16 -0.658
C -0.262094 -0.150728 -0.003758 -0.07 0.51 -0.10 0.372
C -0.809011 1.245689 -0.027752 -0.10 0.29 0.15 -0.632
O -1.045998 -0.941622 0.796791 -0.02 -0.11 -0.03 -0.684
C -0.524777 -0.633753 -1.653047 1.26 -1.12 1.50 0.091
N 0.107019 -1.617610 -1.661013 -0.43 -0.10 -1.34 -0.325
H 1.347695 0.322078 1.330696 -0.13 -0.08 -0.20 0.222
H 1.604070 -1.221235 0.485734 -0.23 0.13 -0.11 0.225
H 1.830532 0.303671 -0.377999 -0.06 -0.03 0.04 0.232
H -1.867755 1.203487 -0.283437 0.09 0.12 0.08 0.234
H -0.277234 1.817308 -0.791098 -0.11 0.03 0.18 0.226
H -0.668618 1.700725 0.953727 -0.06 0.10 0.02 0.212
H -0.656416 -1.826742 0.857989 -0.08 0.21 -0.05 0.484



# 2
13
Properties=species:S:1:pos:R:3:forces:R:3:nbo_charge:R:1 method="wB97M-V/def2-TZVPD" homo_energy_ha=-0.2982 smiles="CC=C=O.C=N" gap_ev=9.06 de_lowest_kj_mol=255.8
C 0.088891 -1.921344 1.216880 0.03 -0.15 0.15 -0.602
C 0.122989 -0.813733 0.196696 0.15 0.13 -0.07 -0.573
C -0.955120 1.932397 -0.932193 0.23 -0.05 -0.12 -0.023
N 0.170302 1.500835 -1.315160 -0.40 0.29 -0.04 -0.599
C 1.171473 -0.005974 0.187978 0.64 0.03 0.31 0.740
O 2.191845 0.533864 0.394342 -0.70 -0.37 -0.11 -0.507
H 0.461340 -2.864450 0.800933 -0.10 0.05 0.11 0.205
H 0.708026 -1.665093 2.081875 -0.09 -0.12 -0.08 0.215
H -0.933165 -2.082102 1.575923 0.16 0.01 -0.04 0.210
H -0.630025 -0.734237 -0.572130 0.17 0.02 0.11 0.245
H -1.353574 1.542580 0.009340 -0.01 0.04 -0.21 0.178
H -1.559238 2.657480 -1.482459 0.08 0.05 0.06 0.157
H 0.512675 1.918035 -2.177782 -0.16 0.08 -0.08 0.354



# 3
13
Properties=species:S:1:pos:R:3:forces:R:3:nbo_charge:R:1 method="wB97M-V/def2-TZVPD" homo_energy_ha=-0.3646 smiles="C=CCNC=O" gap_ev=10.83 de_lowest_kj_mol=195.1
C -0.837453 -0.720138 1.624472 1.17 -1.54 1.09 -0.407
C -1.418888 -0.365919 0.492453 -1.51 -0.16 -0.48 -0.209
C -0.613575 0.186166 -0.656271 -0.50 1.53 -0.76 -0.265
C 1.908111 0.862689 -0.644086 1.07 0.66 -0.55 0.537
H 0.313403 -0.708186 1.805825 -2.33 0.29 -0.52 0.221
H -1.417811 -1.307734 2.361334 0.37 0.76 -0.23 0.206
H -2.590943 -0.537519 0.279924 2.92 0.50 0.64 0.218
H -0.815037 1.298295 -0.778069 0.42 -1.13 0.25 0.215
H -1.093036 -0.257328 -1.571108 1.00 0.28 0.45 0.207
H 1.048663 -0.989814 -1.008382 0.31 0.98 0.78 0.400
H 1.547182 1.933414 -0.424766 0.27 -1.35 -0.12 0.109
N 0.848830 -0.070599 -0.564668 0.81 -0.59 -1.44 -0.642
O 3.120553 0.676671 -0.916658 -3.99 -0.24 0.88 -0.592



# 4
13
Properties=species:S:1:pos:R:3:forces:R:3:nbo_charge:R:1 method="wB97M-V/def2-TZVPD" homo_energy_ha=-0.3599 gap_ev=10.60 de_lowest_kj_mol=199.4
O 0.753209 -2.555899 1.772978 0.09 0.52 -0.80 -0.497
C 0.895081 -2.008247 0.790795 0.21 -1.17 0.99 0.507
C -1.427180 -0.818510 0.124762 -0.24 0.26 0.02 -0.092
N -1.188972 0.416442 0.250278 -0.14 -0.46 -0.08 -0.381
C 1.072994 1.026179 -0.080728 0.15 0.05 0.02 -0.610
C -0.308194 1.010112 -0.745396 0.09 0.08 -0.07 -0.251
H 1.179681 0.097699 0.482327 0.12 0.39 -0.11 0.206
H -1.932355 -1.350976 0.933045 -0.16 0.12 -0.18 0.177
H -1.110806 -1.416241 -0.743831 -0.08 0.18 0.08 0.148
H 1.900230 1.043203 -0.794521 -0.15 0.24 -0.03 0.211
H 1.166570 1.854375 0.625205 0.01 -0.04 -0.14 0.213
H -0.656188 2.023421 -0.977562 0.09 -0.19 0.06 0.201
H -0.288754 0.437451 -1.689279 0.00 0.01 0.24 0.168



# 5
13
Properties=species:S:1:pos:R:3:forces:R:3:nbo_charge:R:1 method="wB97M-V/def2-TZVPD" homo_energy_ha=-0.3431 gap_ev=10.21 de_lowest_kj_mol=245.2
C -0.385673 -1.147695 0.523213 -1.17 1.74 -0.23 0.453
C 0.548659 0.000359 0.308401 0.91 -0.63 1.26 -0.354
C -0.142156 1.331168 0.496112 1.34 1.12 -0.41 -0.209
C 0.541375 0.384941 -1.191431 -0.46 -1.43 0.41 -0.203
H -1.457548 -0.770351 0.289418 0.79 -1.09 0.21 0.099
H 1.469562 -0.089122 0.956502 -0.66 -0.30 -1.27 0.226
H 0.727210 2.057333 0.616509 -1.35 -0.39 0.45 0.176
H -0.909124 1.386710 1.255174 -0.25 0.43 0.14 0.198
H -0.415481 2.272725 -1.401957 -0.45 -2.09 0.89 0.357
H 1.465659 0.844415 -1.390217 1.30 0.55 -0.85 0.186
H 0.270000 -0.428244 -1.868569 0.38 0.17 -0.22 0.197
N -0.545402 1.311782 -0.930277 -0.33 2.71 -0.55 -0.616
O -0.088211 -2.233572 0.904664 -0.04 -0.79 0.16 -0.510



# 6
13
Properties=species:S:1:pos:R:3:forces:R:3:nbo_charge:R:1 method="wB97M-V/def2-TZVPD" homo_energy_ha=-0.3463 smiles="CC(=O)N1CC1" gap_ev=10.33 de_lowest_kj_mol=226.7
C -0.398722 0.488739 1.864505 -0.03 0.06 0.18 -0.703
C 0.301307 -0.358839 0.850202 0.00 0.01 0.24 0.677
O 0.952993 -1.355144 1.111726 -0.28 0.01 0.44 -0.614
N 0.285074 0.068979 -0.427570 0.45 0.07 0.54 -0.460
C -0.411111 0.491613 -1.579240 0.25 0.05 0.02 -0.211
C 0.589772 -0.757219 -1.512230 -0.06 0.04 -0.09 -0.218
H -1.165132 -0.114118 2.355770 0.07 0.10 0.02 0.239
H 0.350088 0.771508 2.605552 -0.17 0.06 0.08 0.244
H -0.847728 1.382782 1.423845 0.06 -0.14 0.07 0.215
H -0.059420 1.425630 -2.029813 0.20 -0.36 0.09 0.200
H -1.519616 0.513753 -1.531174 0.70 -0.97 -0.41 0.209
H 1.681177 -0.760634 -1.693844 -0.76 0.49 -1.00 0.214
H 0.241319 -1.797050 -1.437728 -0.43 0.59 -0.19 0.209



# 7
13
Properties=species:S:1:pos:R:3:forces:R:3:nbo_charge:R:1 method="wB97M-V/def2-TZVPD" homo_energy_ha=-0.3550 smiles="C/N=C1/CCO1" gap_ev=10.68 de_lowest_kj_mol=287.1
C -2.152465 -0.497408 0.807881 0.35 0.05 -0.11 -0.435
N -1.139410 0.584608 0.949483 1.44 0.46 -0.95 -0.467
C -0.065652 0.507571 0.295092 0.48 -2.63 -2.62 0.569
C 1.266754 1.066147 -0.445400 -0.77 0.77 1.11 -0.442
C 1.705129 -0.374344 -0.635598 -0.37 0.40 0.34 -0.076
O 0.316916 -0.735133 -0.530316 -0.87 -0.51 1.13 -0.583
H -1.768265 -1.295894 0.171257 -0.14 -0.03 0.10 0.210
H -3.062496 -0.083438 0.346145 0.45 0.08 0.13 0.208
H -2.467771 -0.924146 1.771801 0.41 0.39 -0.15 0.207
H 1.884104 1.774896 0.081854 0.21 0.34 0.08 0.215
H 0.947147 1.428841 -1.436058 -0.03 0.20 0.64 0.236
H 2.228214 -0.675928 -1.571092 -0.85 0.37 0.36 0.189
H 2.307796 -0.775773 0.194950 -0.31 0.11 -0.07 0.169



# 8
13
Properties=species:S:1:pos:R:3:forces:R:3:nbo_charge:R:1 method="wB97M-V/def2-TZVPD" homo_energy_ha=-0.3570 smiles="O[C@H]1CC=NC1" gap_ev=10.64 de_lowest_kj_mol=136.6
O -1.478351 -0.348053 -1.294581 -0.23 0.05 0.30 -0.703
C -0.148213 -0.112532 -0.877796 0.42 -0.06 0.12 0.076
C 0.035938 1.169951 -0.028638 0.00 -0.04 -0.02 -0.519
C 0.438798 0.611905 1.317330 0.10 -0.11 0.13 0.106
N 0.440323 -0.651907 1.436713 0.45 0.38 -0.22 -0.389
C 0.375060 -1.208226 0.084889 0.09 -0.30 -0.22 -0.293
H -1.976215 -0.608003 -0.508998 -0.11 0.04 -0.16 0.462
H 0.429023 -0.062132 -1.806381 -0.06 -0.06 0.22 0.188
H -0.918152 1.704388 0.060171 0.13 -0.02 -0.04 0.237
H 0.756223 1.883174 -0.443511 -0.01 -0.18 0.06 0.229
H 0.803852 1.208520 2.148966 -0.57 0.24 0.11 0.189
H -0.185121 -2.150841 0.039567 0.01 0.28 -0.06 0.209
H 1.426837 -1.436246 -0.127731 -0.21 -0.20 -0.23 0.209



# 9
13
Properties=species:S:1:pos:R:3:forces:R:3:nbo_charge:R:1 method="wB97M-V/def2-TZVPD" homo_energy_ha=-0.3188 gap_ev=8.76 de_lowest_kj_mol=451.3
C 0.555940 -0.790555 0.278867 -0.01 0.00 0.01 -0.529
C -0.874843 -1.105946 -0.124304 0.10 -0.16 -0.01 -0.095
O -1.612942 0.142181 -0.223456 -0.03 0.23 -0.12 -0.488
C -1.021567 1.230454 -0.675718 0.08 -0.30 -0.04 0.402
N 0.209808 1.004671 -1.308993 0.09 -0.16 0.18 -0.513
C 1.028806 0.181492 -0.771562 -0.13 0.16 0.02 0.162
H 0.591455 -0.385616 1.300820 0.03 0.00 -0.25 0.245
H 1.176332 -1.690877 0.247744 -0.09 0.10 0.05 0.238
H -0.916244 -1.618702 -1.090997 0.03 0.06 0.13 0.193
H -1.418040 -1.682263 0.624121 0.09 0.04 -0.11 0.210
H -0.162175 2.311314 1.208109 0.00 0.06 0.03 0.013
H 0.395684 2.283112 1.699866 0.07 0.01 0.09 -0.029
H 2.047780 0.120738 -1.164500 -0.21 -0.03 0.02 0.190



# 10
13
Properties=species:S:1:pos:R:3:forces:R:3:nbo_charge:R:1 method="wB97M-V/def2-TZVPD" homo_energy_ha=-0.3095 smiles="CC=C=O.C=N" gap_ev=9.40 de_lowest_kj_mol=236.1
C -2.602681 0.195542 0.198640 -0.15 0.06 -0.01 -0.601
C -1.114223 -0.024340 0.100580 0.17 0.08 -0.09 -0.552
N 1.882152 -0.971351 -0.183809 0.38 0.14 0.14 -0.615
C 2.821249 -0.132028 -0.042422 -0.15 -0.06 -0.03 -0.033
C -0.303906 0.815597 -0.503423 0.30 0.40 -0.25 0.737
O 0.380074 1.604822 -1.036762 -0.58 -0.64 0.41 -0.497
H -3.141884 -0.690796 -0.152736 0.06 0.14 0.05 0.213
H -2.923127 1.041147 -0.416853 0.05 -0.11 0.10 0.215
H -2.917596 0.393233 1.229902 0.05 -0.04 -0.15 0.209
H -0.645441 -0.912502 0.506848 -0.05 0.14 -0.10 0.264
H 2.110565 -1.854736 0.276615 -0.01 0.06 -0.03 0.336
H 2.706864 0.859274 -0.486087 0.01 -0.12 0.06 0.175
H 3.747950 -0.323867 0.509513 -0.09 -0.05 -0.09 0.148